Arrangement w

Molecular formula: C3H12N2O3
Method: DFT, ωB97M-V/def2-TZVPD

Cartesian coordinates (Å):
C  -1.694  1.680  -0.263
N  -1.363  0.316  -0.623
C  -2.471  -0.613  -0.553
O  -0.814  0.290  -1.934
H  -2.062  1.685  0.762
H  -2.455  2.108  -0.926
H  -0.783  2.271  -0.323
H  -3.293  -0.324  -1.221
H  -2.842  -0.636  0.472
H  -2.109  -1.598  -0.842
H  0.117  0.071  -1.745
C  2.822  0.109  1.286
N  1.950  -0.982  0.904
O  2.599  -1.685  -0.139
O  0.635  -0.226  0.218
H  2.301  0.692  2.042
H  3.072  0.744  0.432
H  3.741  -0.306  1.702
H  2.287  -2.595  -0.061
H  0.363  -1.000  0.810

Summary:
**Total charge**: 0
**Gap between HOMO and LUMO**: 0.3238 hartree
**Highest occupied orbital energy**: -8.069 eV
**SMILES**: CN(C)O.CN(O)O

=====

Arrangement x

Molecular formula: C3H12N2O3
Method: DFT, ωB97M-V/def2-TZVPD

Cartesian coordinates (Å):
N  1.944  -1.277  -2.101
C  1.777  0.024  -1.421
C  1.322  -0.122  0.073
N  -0.047  -0.402  0.403
C  -0.386  -1.403  1.240
O  -1.497  -1.519  1.737
H  1.742  -2.068  -1.516
H  1.340  -1.214  -2.932
H  1.004  0.638  -1.987
H  2.625  0.692  -1.372
H  1.904  -1.040  0.293
H  1.750  0.742  0.635
H  -0.625  0.384  0.089
H  0.363  -2.176  1.464
O  -1.319  2.103  -0.038
H  -1.267  3.060  -0.086
H  -1.776  1.806  0.788
O  -2.950  0.921  1.712
H  -2.779  0.127  2.231
H  -3.125  0.724  0.789

Summary:
**Total charge**: 0
**Gap between HOMO and LUMO**: 0.3737 hartree
**Highest occupied orbital energy**: -9.404 eV
**SMILES**: NCCNC=O.O.O

=====

Energy ordering: arrangement x at the bottom, the next structure 138.3 kcal/mol above.

=====

Arrangement w

Molecular formula: C5H10N4
Method: DFT, ωB97M-V/def2-TZVPD

Cartesian coordinates (Å):
C  -1.819  -0.202  -0.312
C  0.581  1.219  -0.318
C  -0.363  -0.449  0.022
C  0.582  -0.551  -1.085
N  -0.960  -1.581  1.951
N  1.502  1.380  0.665
C  1.787  -0.790  -1.536
N  0.012  -0.963  1.185
N  0.169  2.157  -1.051
H  -1.846  -1.085  2.022
H  -0.576  -1.780  2.864
H  1.567  0.649  1.358
H  1.751  2.332  0.882
H  -0.389  1.869  -1.846
H  -2.336  -1.162  -0.358
H  -2.301  0.419  0.447
H  -1.921  0.286  -1.278
H  1.951  -1.667  -2.154
H  2.609  -0.081  -1.459

Summary:
**Total charge**: 0
**Gap between HOMO and LUMO (spin up / spin down)**: 0.2771 / 0.2772 hartree
**Highest occupied orbital energy (spin up / spin down)**: -6.896 / -6.899 eV

=====

Arrangement x

Molecular formula: C5H10N4
Method: DFT, ωB97M-V/def2-TZVPD

Cartesian coordinates (Å):
H  -3.257  0.543  -0.013
N  -2.288  0.764  -0.251
C  -1.542  -0.268  0.005
N  -2.125  -1.368  0.568
C  -0.078  -0.244  -0.331
C  0.491  -1.549  -0.811
C  0.647  0.895  -0.206
N  0.094  2.089  0.219
N  1.976  0.879  -0.547
C  2.770  0.773  0.465
H  -1.493  -1.975  1.080
H  -2.976  -1.195  1.087
H  -0.217  -2.061  -1.472
H  0.708  -2.203  0.040
H  1.414  -1.422  -1.385
H  -0.923  2.060  0.054
H  0.513  2.844  -0.314
H  2.427  0.687  1.512
H  3.859  0.752  0.300

Summary:
**Total charge**: 0
**Gap between HOMO and LUMO**: 0.3168 hartree
**Highest occupied orbital energy**: -7.766 eV
**SMILES**: [H]/N=C(N)/C(C)=C(\N)N=C

=====

Energy ordering: arrangement x at the bottom, the next structure 104.9 kcal/mol above.

=====

Arrangement w

Molecular formula: C2H2IN3
Method: DFT, ωB97M-V/def2-TZVPD

Cartesian coordinates (Å):
I  2.571  -1.081  -0.528
C  0.897  -0.719  0.644
N  -0.261  -1.181  0.747
C  -0.031  0.246  1.152
H  -0.018  0.547  2.111
H  -0.546  0.967  0.607
N  -1.356  0.889  -1.895
N  -1.256  0.333  -2.838

Summary:
**Total charge**: 0
**Gap between HOMO and LUMO**: 0.3651 hartree
**Highest occupied orbital energy**: -10.021 eV
**SMILES**: IC1=NC1.N#N

=====

Arrangement x

Molecular formula: C2H2IN3
Method: DFT, ωB97M-V/def2-TZVPD

Cartesian coordinates (Å):
C  0.400  -0.137  0.169
C  1.611  -0.834  -0.200
N  0.466  2.333  0.108
N  0.489  3.383  -0.313
N  0.418  1.203  0.640
I  3.427  0.047  0.029
H  -0.398  -0.335  -0.695
H  0.175  -0.638  1.005

Summary:
**Total charge**: 0
**Gap between HOMO and LUMO**: 0.2821 hartree
**Highest occupied orbital energy**: -8.598 eV

=====

Arrangement y

Molecular formula: C2H2IN3
Method: DFT, ωB97M-V/def2-TZVPD

Cartesian coordinates (Å):
C  -0.673  0.419  0.406
C  -0.555  -1.256  -0.729
N  -1.174  -0.796  0.316
N  0.169  -0.455  -1.397
N  0.045  0.691  -0.717
I  2.312  -1.156  1.676
H  -0.831  1.098  1.181
H  0.707  1.455  -0.735

Summary:
**Total charge**: 0
**Gap between HOMO and LUMO (spin up / spin down)**: 0.3414 / 0.2429 hartree
**Highest occupied orbital energy (spin up / spin down)**: -10.176 / -9.949 eV

=====

Arrangement z

Molecular formula: C2H2IN3
Method: DFT, ωB97M-V/def2-TZVPD

Cartesian coordinates (Å):
I  1.046  -2.608  0.810
C  0.505  -0.705  0.174
N  0.814  -0.115  -0.937
C  -0.036  0.968  -0.967
N  -0.812  1.122  0.071
N  -0.571  -0.015  0.770
H  0.039  1.727  -1.598
H  -0.985  -0.373  1.677

Summary:
**Total charge**: 0
**Gap between HOMO and LUMO**: 0.3616 hartree
**Highest occupied orbital energy**: -9.664 eV
**SMILES**: Ic1ncn[nH]1

=====

Energy ordering: arrangement z at the bottom, the next structure 18.0 kcal/mol above.